Entry w
Formula: C10H18N2O5S
Source: the OMol25 dataset
Level of theory: ωB97M-V with the def2-TZVPD basis set

```
36
Properties=species:S:1:pos:R:3:lowdin_charge:R:1
C -1.1653 -0.4018 -0.0998 -0.300
C 0.0829 -1.0545 -0.7481 -0.410
C -2.4660 -1.1981 -0.3721 -0.210
C -3.5376 -0.9435 0.6703 -0.498
C -5.2365 0.9322 -0.5378 -0.398
C 1.6390 0.5290 0.4775 -0.216
C 2.2017 1.7066 -0.3282 -0.520
C 2.5836 0.0361 1.5637 -0.103
C 3.7637 -0.8965 1.1573 -0.074
C 4.6906 -0.3337 0.1519 -0.551
H -1.6648 1.6951 0.0304 0.095
H -1.8677 0.9285 -1.4488 0.097
H -1.0380 -0.3863 1.0099 0.151
H -2.8658 -0.9647 -1.3660 0.117
H -2.2235 -2.2379 -0.4363 0.106
H -4.4326 -1.4712 0.4420 0.061
H -3.1950 -1.1905 1.7030 0.090
H -5.5366 1.9728 -0.5364 0.031
H -4.8125 0.7038 -1.5023 0.028
H -6.0595 0.2453 -0.3438 0.036
H 2.0311 -1.0149 -0.9520 0.124
H 0.6758 0.8063 0.9329 0.141
H 2.9046 0.9570 1.9832 0.110
H 2.0531 -0.4413 2.3909 0.122
H 3.3014 -1.8168 0.8553 0.115
H 4.3833 -1.0740 2.0522 0.137
H 4.7220 -0.0752 -1.7146 0.139
H 0.4650 1.8037 -1.0857 0.078
N -1.2484 0.9685 -0.6310 0.017
N 1.3116 -0.5350 -0.4578 0.121
O 0.0031 -1.9921 -1.5358 0.060
O 3.2928 2.1641 -0.1911 0.142
O 5.7246 0.2514 0.3480 0.124
O 4.2185 -0.5984 -1.0776 0.100
O 1.3765 2.1713 -1.2251 0.130
S -4.0750 0.7549 0.8217 0.807
```

The calculation puts the HOMO-LUMO gap at 9.25 eV. The SMILES is CSCC[C@H](N)C(=O)N[C@@H](CCC(=O)O)C(=O)O.


Entry x
Formula: C10H18N2O5S
Source: the OMol25 dataset
Level of theory: ωB97M-V with the def2-TZVPD basis set

```
36
Properties=species:S:1:pos:R:3:lowdin_charge:R:1
N -0.0485 -0.9711 -0.1784 -0.008
C -1.2361 -0.0883 -0.3449 -0.283
C -0.7958 1.3547 -0.7083 -0.196
C -1.9499 2.4020 -0.7854 -0.159
C -3.2347 1.9159 -1.5029 -0.116
O -4.3760 2.6851 -0.9377 0.007
C -4.8625 1.9659 0.0935 -0.573
O -4.3274 1.8555 1.1222 0.197
O -6.1100 1.3199 -0.0574 -0.007
N -5.9086 -0.0649 0.2197 0.043
C -5.9972 -0.6769 -0.8323 -0.699
S -5.8062 -1.2352 -2.2880 0.784
H -0.1404 -1.4815 0.6969 0.063
H -0.0542 -1.6841 -0.9019 0.058
H -1.8954 -0.1609 0.5403 0.119
H -1.7915 -0.4907 -1.2254 0.103
H -0.0980 1.6859 0.0937 0.108
H -0.1739 1.3173 -1.6286 0.110
H -1.5606 3.2548 -1.3877 0.114
H -2.1560 2.8194 0.2166 0.116
H -3.4788 0.8503 -1.3426 0.093
H -3.2498 2.1347 -2.5853 0.136
O 2.3045 -3.0454 -0.0596 0.093
C 3.2439 -2.4404 0.3803 -0.530
O 3.1134 -1.7502 1.5285 -0.005
C 4.2035 -1.1447 2.2289 -0.236
C 4.5165 0.2303 1.6761 -0.065
C 4.5469 -2.3651 -0.3780 0.010
H 5.0754 -1.8016 2.2370 0.113
H 3.8780 -1.0510 3.2651 0.122
H 4.8303 0.1830 0.6326 0.067
H 5.3110 0.7058 2.2538 0.081
H 3.6287 0.8635 1.7114 0.084
H 4.4695 -1.5886 -1.1385 0.097
H 4.7140 -3.3253 -0.8627 0.090
H 5.4159 -2.1780 0.2490 0.068
```

The calculation puts the HOMO-LUMO gap at 7.99 eV. The SMILES is NCCCCOC(=O)ON=C=S.CCOC(C)=O.


The least stable of them is entry x.